1.
Here is an isolated molecule of C8H8 in a non-equilibrium geometry from the Open Molecules 2025 dataset. Energies are from the ωB97M-V functional and the def2-TZVPD basis.

XYZ file:
```
16
Properties=species:S:1:pos:R:3:mulliken_charge:R:1
C -1.234 0.169 0.017 0.483
C -1.010 -1.143 -0.051 -0.189
C -0.276 1.098 0.009 0.110
C 1.236 -0.509 0.185 0.098
C -0.023 2.403 0.020 -0.916
C 2.438 -0.159 -0.198 -0.754
C -2.495 -0.699 -0.084 -0.597
C 0.307 -1.689 0.264 -0.168
H 0.949 2.891 -0.051 0.209
H -0.702 3.248 0.062 0.310
H 3.309 -0.660 -0.452 0.352
H 2.681 0.927 -0.257 0.141
H -3.039 -0.702 0.805 0.258
H -2.985 -0.477 -0.965 0.256
H 0.218 -2.262 1.237 0.211
H 0.626 -2.437 -0.540 0.197
```

Output
Electronic energy ... -8417.617 eV
Total charge ... 0
Orbital gap ... 8.781 eV
Highest occupied orbital energy ... -8.132 eV

=====

2.
Here is an isolated molecule of C16H23BCl4N2O in a non-equilibrium geometry from the Open Molecules 2025 dataset. Energies are from the ωB97M-V functional and the def2-TZVPD basis.

XYZ file:
```
47
Properties=species:S:1:pos:R:3:mulliken_charge:R:1
Cl -0.512 -4.434 -0.010 -0.307
B -1.485 -2.905 -0.147 0.700
Cl -0.952 -1.834 -1.572 -0.334
Cl -3.421 -3.414 -0.517 -0.382
O -1.550 -2.171 1.085 -0.395
C -2.385 -1.051 1.130 -1.255
C -1.649 0.175 1.687 0.063
C -2.040 1.465 1.293 -0.023
C -1.354 2.590 1.759 -0.783
C -0.226 2.411 2.575 0.297
Cl 0.616 3.778 3.177 -0.208
C 0.216 1.122 2.903 -0.839
C -0.496 0.003 2.456 -0.242
H -2.782 -0.810 0.130 1.075
H -2.888 1.582 0.614 0.410
H -1.686 3.597 1.511 0.427
H 1.095 0.992 3.527 0.407
H -0.147 -1.003 2.689 0.473
C -3.431 -6.178 1.611 -0.640
C -4.966 -6.258 1.765 -0.657
C -5.349 -5.053 2.636 -0.890
N -4.180 -4.200 2.646 0.925
C -4.239 -3.150 3.631 -1.890
C -3.326 -1.972 3.318 0.550
C -3.630 -0.763 4.210 -1.159
C -4.336 0.277 3.328 -0.554
C -4.675 -0.402 1.998 -0.705
N -3.616 -1.482 1.890 0.063
C -2.986 -5.049 2.567 -0.480
H -2.928 -7.122 1.837 0.447
H -3.177 -5.869 0.591 0.154
H -5.471 -6.198 0.798 0.286
H -5.266 -7.178 2.276 0.279
H -6.220 -4.489 2.269 0.380
H -5.588 -5.397 3.665 0.352
H -5.283 -2.792 3.678 0.466
H -3.978 -3.534 4.642 0.316
H -2.282 -2.297 3.326 0.568
H -4.292 -1.072 5.033 0.505
H -2.693 -0.373 4.644 0.315
H -5.232 0.693 3.796 0.512
H -3.659 1.116 3.141 0.162
H -5.658 -0.892 2.012 0.421
H -4.643 0.256 1.122 0.475
H -3.952 -2.268 1.300 0.313
H -2.747 -5.490 3.556 0.416
H -2.106 -4.512 2.190 -0.019
```

Output
Electronic energy ... -72763.850 eV
Total charge ... 0
Orbital gap ... 8.959 eV
Highest occupied orbital energy ... -8.674 eV

=====

3.
Here is an isolated molecule of C6H8O2 in a non-equilibrium geometry from the Open Molecules 2025 dataset. Energies are from the ωB97M-V functional and the def2-TZVPD basis.

XYZ file:
```
16
Properties=species:S:1:pos:R:3:mulliken_charge:R:1
C 2.354 -0.785 -0.469 -0.619
C 2.087 0.412 0.072 -0.415
C 0.724 0.565 0.689 0.284
O -0.184 1.385 -0.305 -0.418
C -1.107 0.430 -0.629 -0.052
C -2.497 -0.384 -0.183 -0.770
C -1.214 -0.270 0.535 0.380
O 0.102 -0.671 0.876 -0.415
H 1.482 -1.408 -0.684 0.229
H 3.378 -1.133 -0.764 0.279
H 2.572 1.414 0.090 0.325
H 0.761 1.280 1.527 0.297
H -0.817 -0.165 -1.474 0.227
H -3.427 0.007 0.312 0.229
H -2.786 -1.103 -0.930 0.281
H -1.429 0.427 1.335 0.159
```

Output
Electronic energy ... -10439.950 eV
Total charge ... 0
Orbital gap ... 10.091 eV
Structure (SMILES) ... C=CC1O[C@@H]2C[C@H]2O1
Highest occupied orbital energy ... -9.100 eV

=====

4.
Here is a cluster of 2 separate species, C5H13NO in total in a non-equilibrium geometry from the Open Molecules 2025 dataset. Energies are from the ωB97M-V functional and the def2-TZVPD basis.

XYZ file:
```
20
Properties=species:S:1:pos:R:3:mulliken_charge:R:1
C -2.556 0.473 -1.665 -1.283
C -1.501 0.425 -0.576 0.164
C -1.698 -0.763 0.349 0.439
N -1.697 -0.479 1.698 -0.453
O -1.853 -1.901 -0.040 -0.611
H -3.569 0.359 -1.306 0.332
H -2.326 -0.228 -2.460 0.308
H -2.570 1.462 -2.134 0.366
H -0.478 0.318 -0.941 -0.077
H -1.431 1.307 0.042 0.284
H -1.635 -1.308 2.269 0.259
H -1.143 0.306 2.012 0.239
C 2.520 -0.050 -0.321 -0.608
C 3.068 0.023 1.097 -0.889
H 1.602 0.512 -0.481 -0.012
H 3.173 0.382 -1.106 0.355
H 2.420 -1.020 -0.802 0.344
H 4.120 0.333 1.122 0.297
H 3.007 -0.946 1.591 0.248
H 2.546 0.796 1.651 0.299
```

Output
Electronic energy ... -8933.612 eV
Total charge ... 0
Orbital gap ... 10.504 eV
Structure (SMILES) ... CCC(N)=O.CC
Highest occupied orbital energy ... -9.730 eV

=====

5.
Here is a structure of composition C8H23IN2O3Pd in a non-equilibrium geometry from the Open Molecules 2025 dataset. Energies are from the ωB97M-V functional and the def2-TZVPD basis.

XYZ file:
```
38
Properties=species:S:1:pos:R:3:lowdin_spin:R:1
Pd -0.105 1.041 0.596 1.463
I 1.367 3.135 2.012 0.434
O -2.086 1.822 0.373 0.733
H -2.573 2.112 -0.423 0.017
C 0.067 -2.165 3.542 0.005
C -0.098 -1.246 2.278 0.003
C -1.086 -1.753 1.216 0.002
O -1.170 -0.786 0.123 0.052
C -2.104 -1.082 -0.966 0.007
N -0.415 0.107 2.610 0.110
H -0.879 -2.402 4.029 0.000
H 0.738 -1.733 4.284 0.000
H 0.398 -3.154 3.226 0.001
H 0.943 -1.144 1.971 0.000
H -2.054 -1.937 1.680 0.000
H -0.762 -2.735 0.873 0.001
H -2.118 -2.167 -1.071 0.001
H -1.812 -0.636 -1.917 0.000
H -3.089 -0.666 -0.754 0.001
H -1.392 0.128 2.864 0.002
H -0.083 0.211 3.558 0.004
C 1.287 -1.011 -2.014 0.000
C 1.935 0.240 -1.506 0.012
C 1.413 1.588 -2.166 0.003
O 0.073 1.727 -1.775 0.044
C -0.502 2.869 -2.406 0.002
N 1.748 0.171 -0.090 0.093
H 1.453 -1.120 -3.086 0.000
H 0.219 -0.917 -1.817 0.000
H 1.663 -1.901 -1.508 0.000
H 3.015 0.099 -1.563 0.005
H 1.651 1.460 -3.222 0.001
H 1.988 2.438 -1.798 0.000
H -0.165 3.849 -2.069 0.000
H -1.565 2.786 -2.179 -0.001
H -0.414 2.900 -3.492 0.002
H 2.525 0.630 0.364 0.001
H 1.991 -0.759 0.222 0.003
```

Output
Multiplicity ... 4
Electronic energy ... -29362.350 eV
Total charge ... +1
Orbital gap (alpha / beta) ... 9.260 / 5.269 eV
Expectation value of S² ... 3.77
Highest occupied orbital energy (alpha / beta) ... -11.601 / -11.422 eV

=====

6.
Here is a structure of composition C16H13AsN2O2ReS5 in a non-equilibrium geometry from the Open Molecules 2025 dataset. Energies are from the ωB97M-V functional and the def2-TZVPD basis.

XYZ file:
```
40
Properties=species:S:1:pos:R:3:mulliken_charge:R:1
Re -0.994 -0.381 0.460 0.657
C -4.944 0.026 7.491 -1.419
C -4.128 0.307 6.297 0.796
C -4.506 -0.156 5.024 -0.916
C -3.686 0.031 3.928 -0.432
C -2.483 0.705 4.097 0.380
C -2.095 1.220 5.330 -0.414
C -2.929 1.034 6.414 -0.704
S -1.325 0.746 2.767 1.524
O -1.911 1.070 1.432 -0.462
O -0.104 1.388 3.079 -0.543
N -0.969 -0.864 2.343 -0.135
C -0.125 -1.790 2.848 0.350
C 0.061 -2.162 4.180 -0.383
C 0.964 -3.178 4.496 -0.987
C 1.700 -3.819 3.521 -0.765
C 1.572 -3.445 2.162 0.511
C 2.334 -4.000 1.117 -0.378
C 2.122 -3.548 -0.171 -1.076
C 1.179 -2.558 -0.418 0.490
N 0.439 -1.999 0.545 0.327
C 0.632 -2.438 1.820 0.322
H -5.717 -0.716 7.308 0.387
H -5.434 0.943 7.836 0.354
H -4.320 -0.283 8.333 0.387
H -5.439 -0.684 4.905 0.420
H -3.980 -0.325 2.952 0.425
H -1.170 1.767 5.422 0.524
H -2.645 1.436 7.375 0.478
H -0.519 -1.691 4.960 0.553
H 1.085 -3.467 5.529 0.441
H 2.391 -4.606 3.782 0.488
H 3.077 -4.760 1.328 0.521
H 2.690 -3.954 -0.994 0.428
H 1.035 -2.194 -1.432 0.204
S -0.849 -1.794 -5.010 0.029
As -1.139 -1.007 -2.908 0.598
S -0.061 0.529 -1.401 0.001
S -2.297 -1.688 -0.945 -0.007
S -2.312 -0.276 -4.614 0.026
```

Output
Electronic energy ... -140992.590 eV
Total charge ... +3
Orbital gap (alpha / beta) ... 4.663 / 4.661 eV
Highest occupied orbital energy (alpha / beta) ... -17.721 / -17.721 eV

=====

- Which formula does entry 5 have?
  C8H23IN2O3Pd